No. 1
Density functional theory data (ωB97M-V/def2-TZVPD) for 2 unconnected molecules or ions with the total composition C8H6F3N6O3.

ORCA input file:
```
! wB97M-V def2-TZVPD RIJCOSX def2/J DEFGRID3
* xyz -1 1
C -1.3011 -1.7686 -0.3516
N -2.3974 -0.8499 -0.2736
C -2.5131 0.1628 -1.0816
C -4.0318 0.6345 -1.0175
F -4.7767 -0.2289 -1.7826
F -4.5220 0.6191 0.2496
F -4.1938 1.8816 -1.5210
O -1.7488 0.7825 -1.8261
H -1.6665 -2.7409 0.0208
H -0.8972 -1.9466 -1.3668
H -0.4836 -1.4650 0.3219
O -0.4222 2.4932 1.2549
N 0.3543 1.8090 1.9543
C 1.1659 0.8528 1.2779
C 1.0421 0.7743 -0.0968
N 2.0025 0.0444 -0.7558
N 2.1813 -0.0926 -2.1106
N 3.2359 -0.8563 -2.2650
N 3.7729 -1.2429 -1.0718
C 3.0059 -0.6720 -0.1204
C 3.0798 -0.6492 1.2927
C 2.1921 0.1381 1.9792
O 0.4796 1.9496 3.1937
H 0.3276 1.3337 -0.6890
H 3.8626 -1.2625 1.7361
H 2.2515 0.2999 3.0491
*
```

HOMO-LUMO gap, eV: 5.47

For each atom in turn, the Mulliken charge in e is:
1 C -0.54
2 N -0.54
3 C 0.37
4 C 0.81
5 F -0.29
6 F -0.27
7 F -0.27
8 O -0.77
9 H 0.31
10 H 0.25
11 H 0.01
12 O -0.56
13 N 1.01
14 C 0.10
15 C -0.27
16 N 0.71
17 N -0.59
18 N -0.44
19 N -0.51
20 C 0.61
21 C -0.61
22 C -0.28
23 O -0.63
24 H 0.53
25 H 0.42
26 H 0.48

***

No. 2
Density functional theory data (ωB97M-V/def2-TZVPD) for a molecular structure, C34H46F6MnN4O20S2.

ORCA input file:
```
! wB97M-V def2-TZVPD RIJCOSX def2/J DEFGRID3
* xyz 0 6
Mn 0.1097 0.0554 -1.3787
C 2.6360 2.6722 -3.6475
F 3.7930 2.7802 -4.1762
F 2.6484 2.8449 -2.3069
F 1.8455 3.5755 -4.2404
S 1.9863 0.8804 -3.9789
O 2.0865 0.6463 -5.4067
O 2.8963 0.0764 -3.1578
N 0.3715 0.8385 -3.2265
S -0.5909 1.5263 -4.3032
O -1.7078 2.2400 -3.7037
O -0.0428 2.2143 -5.5200
C -1.4244 -0.1356 -5.0349
F -2.3931 -0.6417 -4.2425
F -1.9867 0.1463 -6.2590
F -0.4404 -1.0265 -5.1790
O -0.1240 -0.6631 0.4511
H -0.3970 -0.8008 1.3790
C -3.7731 5.2531 -0.3652
C -2.4502 4.7109 0.1887
C -2.6793 3.7001 1.2967
O -1.6059 2.7853 1.1228
C -1.1411 2.9050 -0.1298
O -0.3375 2.2315 -0.6928
O -1.8027 3.9339 -0.7643
H -4.4449 5.7309 0.3479
H -4.2712 4.4506 -0.9092
H -3.4862 6.0645 -1.0340
H -1.6507 5.4008 0.4590
H -3.6263 3.2018 1.0890
H -2.6714 4.1518 2.2887
C 2.5953 -5.1480 -4.5423
C 1.2481 -4.6805 -4.0930
C 0.6607 -5.2948 -2.8261
O 0.2479 -4.2049 -2.0293
C 0.8717 -3.1286 -2.4818
O 0.8037 -2.0318 -1.9164
O 1.3864 -3.3511 -3.6458
H 2.5273 -6.1938 -4.8418
H 3.3328 -5.2064 -3.7418
H 3.0822 -4.5376 -5.3029
H 0.5209 -4.8673 -4.8833
H 1.3476 -6.0448 -2.4338
H -0.2676 -5.7501 -3.1711
C 1.8849 4.0546 1.0753
C 3.3793 4.0539 1.5971
C 4.0034 5.4086 1.2396
O 4.4837 5.7383 2.4773
C 3.9683 5.1033 3.5234
O 4.1979 5.2854 4.6865
O 3.2627 4.1215 3.0689
H 1.2647 3.2488 1.4679
H 1.8431 4.0860 -0.0135
H 1.4364 5.0195 1.3116
H 3.9413 3.1818 1.2630
H 3.2421 6.0810 0.8441
H 4.8130 5.3418 0.5128
C -6.3481 -1.2849 -1.0004
C -5.5544 -0.1693 -1.6790
C -5.4736 1.1015 -0.9591
O -4.1333 1.4832 -1.1510
C -3.3906 0.4100 -1.4227
O -2.1788 0.3358 -1.5078
O -4.2462 -0.6131 -1.5223
H -6.7362 -0.9914 -0.0250
H -5.8056 -2.2142 -0.8267
H -7.2262 -1.4968 -1.6104
H -5.9450 -0.1575 -2.6965
H -5.8053 1.1260 0.0789
H -6.2210 1.7216 -1.4540
C 5.6886 -1.5420 1.0484
C 4.1849 -1.4305 1.3117
C 3.7576 -0.4033 2.2564
O 3.0211 0.5657 1.6193
C 2.9309 0.1825 0.3633
O 2.2097 0.7090 -0.4720
O 3.5263 -0.9807 0.1228
H 6.0391 -0.5391 0.8046
H 5.8906 -2.2505 0.2451
H 6.2421 -1.8977 1.9174
H 3.8782 -2.4156 1.6632
H 4.6359 0.0667 2.6990
H 3.0964 -0.8244 3.0138
N 1.2204 -2.7449 1.8207
C 1.5191 -2.7624 3.1789
C 1.8318 -4.0998 3.4672
C 1.8648 -4.8017 2.2578
C 1.4125 -3.9856 1.2775
H 0.9517 -1.9116 1.3172
H 1.1895 -1.9118 3.7571
H 2.0345 -4.5592 4.4234
H 2.1968 -5.8163 2.0941
H 1.2933 -4.1297 0.2138
N -2.3525 -2.2038 0.9984
C -2.4427 -3.5499 1.1509
C -3.7553 -3.8522 1.5204
C -4.4098 -2.6093 1.7564
C -3.4434 -1.6772 1.5820
H -1.5758 -1.6835 0.6162
H -1.5774 -4.1398 0.8870
H -4.1967 -4.8378 1.5064
H -5.4352 -2.4626 2.0619
H -3.5020 -0.5999 1.6317
N -0.1106 0.5798 3.4683
C 0.2885 1.2688 4.5978
C -0.2251 0.7451 5.7233
C -1.1081 -0.2886 5.2814
C -0.9395 -0.3969 3.8725
H 0.1655 0.6961 2.5038
H 0.9780 2.0864 4.4475
H -0.1239 1.0012 6.7676
H -1.7949 -0.9210 5.8243
H -1.3936 -0.9568 3.0684
*
```

HOMO-LUMO gap (spin up / spin down), eV: 8.16 / 8.16
⟨S²⟩: 8.7530

Atom charges from the Mulliken analysis, given in e for atoms 1 to 99:
1 Mn 1.32
2 C 0.69
3 F -0.18
4 F -0.18
5 F -0.20
6 S 0.13
7 O -0.43
8 O -0.44
9 N 0.35
10 S 0.45
11 O -0.59
12 O -0.55
13 C 0.64
14 F -0.16
15 F -0.25
16 F -0.25
17 O 1.33
18 H -0.52
19 C -1.38
20 C 0.29
21 C -0.52
22 O -0.17
23 C 0.17
24 O 0.08
25 O -0.24
26 H 0.35
27 H 0.26
28 H 0.37
29 H 0.41
30 H 0.10
31 H 0.41
32 C -1.53
33 C 0.49
34 C -0.62
35 O -0.16
36 C 0.09
37 O -0.48
38 O -0.22
39 H 0.43
40 H 0.36
41 H 0.34
42 H 0.25
43 H 0.27
44 H 0.33
45 C -1.18
46 C 0.56
47 C -0.33
48 O -0.39
49 C 0.62
50 O -0.58
51 O -0.29
52 H -0.32
53 H 0.49
54 H 0.61
55 H 0.15
56 H 0.22
57 H 0.35
58 C -1.43
59 C 0.50
60 C -0.91
61 O -0.15
62 C -0.30
63 O 0.15
64 O -0.26
65 H 0.36
66 H 0.27
67 H 0.40
68 H 0.43
69 H 0.36
70 H 0.42
71 C -1.71
72 C 0.89
73 C -0.34
74 O -0.15
75 C 0.06
76 O -0.05
77 O -0.19
78 H 0.40
79 H 0.35
80 H 0.42
81 H -0.13
82 H 0.33
83 H 0.16
84 N 1.34
85 C -0.39
86 C -1.04
87 C -0.76
88 C -0.30
89 H -0.42
90 H 0.29
91 H 0.46
92 H 0.44
93 H 0.23
94 N 1.01
95 C -0.46
96 C -0.98
97 C -0.97
98 C -0.65
99 H -0.21

***

No. 3
Density functional theory data (ωB97M-V/def2-TZVPD) for a molecular structure, C3H10NO.

ORCA input file:
```
! wB97M-V def2-TZVPD RIJCOSX def2/J DEFGRID3
* xyz 1 1
C -4.3868 1.4485 -0.3796
C -4.4586 0.2888 0.4365
C -4.5262 -1.0436 -1.4160
N -5.0239 -0.1053 -0.8454
H -3.2704 2.1364 2.0523
H -3.2606 2.7231 -0.9944
H -3.4196 2.1293 -1.4109
H -3.3691 1.8850 1.2622
H -3.6251 -1.8364 1.7335
H 25.3561 -0.1702 -0.0142
H -3.2282 -2.1840 -2.1968
H 24.7021 -0.0259 0.2052
H -3.7486 -0.7858 -0.0304
H -3.4069 -1.5903 1.0990
O -4.3342 -2.8697 0.4991
*
```

HOMO-LUMO gap, eV: 5.96
Relative energy (zero: lowest compared OMol25 entry of this formula, charge and spin), kJ/mol: 2715.1

For each atom in turn, the Mulliken charge in e is:
1 C -0.11
2 C -0.06
3 C -0.05
4 N 0.09
5 H 0.32
6 H 0.17
7 H 0.08
8 H -0.31
9 H 0.20
10 H 0.00
11 H 0.62
12 H 0.00
13 H 0.18
14 H 0.15
15 O -0.28